The molecule C3H3NO4 in a non-equilibrium geometry, computed with wB97M-V/def2-TZVPD.

Last column: natural (NBO) charge in e.
Cartesian coordinates (Å):
H 2.39898 0.42758 -1.24279  0.36
N 1.81224 1.27476 -1.21350  -0.60
C 0.75491 1.01886 -0.52106  0.44
O -0.15023 1.97499 -0.32099  -0.66
C 0.49519 -0.35219 0.08874  0.37
O 1.43470 -1.13279 0.18275  -0.43
C -0.90416 -0.74822 0.53958  0.71
O -1.75368 0.08674 0.79039  -0.58
O -1.11675 -2.06344 0.60261  -0.63
H -0.92709 1.70269 0.20395  0.52
H -2.04410 -2.18896 0.89033  0.51

**SMILES**: [H]/N=C(/O)C(=O)C(=O)O
**Energy above the lowest of the compared OMol25 structures with the same formula, charge and spin**: 27.48 kcal/mol
**Spin multiplicity**: 1
**Electronic energy**: -12839.1314 eV

=====

The molecule C3H3NOS in a non-equilibrium geometry, computed with wB97M-V/def2-TZVPD.

Last column: natural (NBO) charge in e.
Cartesian coordinates (Å):
C 1.66522 -0.21794 0.08644  -0.70
S -0.03140 -1.02061 -0.06820  0.22
C -1.01370 0.44979 -0.11055  0.31
O -0.49896 1.51125 -0.10307  -0.49
C -2.39853 0.05706 -0.09330  0.15
N -3.45839 -0.39516 0.06477  -0.21
H 2.23339 -0.94399 -0.51564  0.23
H 2.07546 -0.20328 1.06653  0.23
H 1.42691 0.76287 -0.32699  0.26

**SMILES**: CSC(=O)C#N
**Energy above the lowest of the compared OMol25 structures with the same formula, charge and spin**: 17.68 kcal/mol
**Spin multiplicity**: 1
**Electronic energy**: -17531.1737 eV

=====

The molecule C3H3NOS2 in a non-equilibrium geometry, computed with wB97M-V/def2-TZVPD.

Last column: natural (NBO) charge in e.
Cartesian coordinates (Å):
S -2.33195 0.12299 -0.13495  -0.04
C -0.70147 0.20845 -0.04374  -0.03
O -0.05410 1.35518 -0.00564  -0.47
C 1.39667 1.34439 0.29614  -0.17
C 2.14976 0.17973 -0.32453  0.07
N 1.70244 -1.02104 -0.30742  -0.53
S 0.14248 -1.26230 0.26643  0.53
H 1.48716 1.50076 1.35654  0.22
H 1.82293 2.28737 -0.11255  0.22
H 3.16734 0.35121 -0.71777  0.20

**SMILES**: S=C1OCC=NS1
**Energy above the lowest of the compared OMol25 structures with the same formula, charge and spin**: 42.55 kcal/mol
**Spin multiplicity**: 1
**Electronic energy**: -28365.9888 eV

=====

The molecule C3H3NOS2 in a non-equilibrium geometry, computed with wB97M-V/def2-TZVPD.

Last column: natural (NBO) charge in e.
Cartesian coordinates (Å):
O -1.63281 -1.17148 1.15112  -0.53
C -0.82658 -0.25750 1.13655  0.54
N 0.01153 -0.02771 0.03335  -0.52
C -0.16064 -0.85913 -1.10522  -0.10
S 0.69499 -0.83936 -2.49912  0.03
C 0.88748 1.04876 0.02282  -0.11
S 1.17686 2.10316 1.20983  0.03
H -0.68769 0.46535 1.96705  0.17
H -0.91745 -1.65019 -0.99723  0.25
H 1.45431 1.18808 -0.91917  0.24

**SMILES**: O=CN(C=S)C=S
**Energy above the lowest of the compared OMol25 structures with the same formula, charge and spin**: 27.58 kcal/mol
**Spin multiplicity**: 1
**Electronic energy**: -28366.6381 eV

=====

C3H3NS as an isolated structure in a non-equilibrium geometry, computed with wB97M-V/def2-TZVPD.

Last column: natural (NBO) charge in e.
Cartesian coordinates (Å):
C -2.36282 1.37651 -0.07116  0.09
C -1.55969 0.30151 -0.11113  0.16
C -0.14530 0.00895 -0.05969  -0.73
N -3.07960 2.29119 -0.02083  -0.15
S -2.81173 -1.60651 0.00901  -0.17
H 0.44917 0.88369 -0.31798  0.23
H 0.09854 -0.82489 -0.71656  0.28
H 0.11795 -0.30062 0.96038  0.29

**Energy above the lowest of the compared OMol25 structures with the same formula, charge and spin**: 84.70 kcal/mol
**Spin multiplicity**: 1
**Electronic energy**: -15480.0839 eV

=====

The molecule C3H3NS in a non-equilibrium geometry, computed with wB97M-V/def2-TZVPD.

Last column: natural (NBO) charge in e.
Cartesian coordinates (Å):
C 1.88986 0.38307 1.49627  -0.15
C 1.01306 -0.03930 0.77889  -0.10
C -0.12965 -0.35127 -0.10388  0.05
N -0.52113 -1.59249 -0.09775  -0.74
S -0.88933 0.90390 -0.88041  -0.12
H 2.75560 0.67342 1.98598  0.23
H -1.37407 -1.51667 -0.51197  0.40
H -0.14397 -2.42673 0.26918  0.42

**SMILES**: C#CC(N)=S
**Energy above the lowest of the compared OMol25 structures with the same formula, charge and spin**: 31.06 kcal/mol
**Spin multiplicity**: 1
**Electronic energy**: -15482.4100 eV

=====

A 2-piece molecular cluster, C3H3NS overall, computed with wB97M-V/def2-TZVPD.

Last column: natural (NBO) charge in e.
Cartesian coordinates (Å):
C -0.45040 1.11279 0.14016  0.29
C 1.70856 -0.61391 -0.98008  -0.20
C -0.87003 -0.25848 0.11651  -0.73
N -0.08194 2.19401 0.15547  -0.33
S 2.61490 -0.61926 0.24847  0.21
H -0.20495 -0.82037 -0.54680  0.27
H -1.89183 -0.31830 -0.25636  0.25
H -0.82432 -0.67649 1.12264  0.25

**Energy above the lowest of the compared OMol25 structures with the same formula, charge and spin**: 37.64 kcal/mol
**Spin multiplicity**: 1
**Electronic energy**: -15482.1249 eV

=====

The molecule C3H3NS2 in a non-equilibrium geometry, computed with wB97M-V/def2-TZVPD.

Last column: natural (NBO) charge in e.
Cartesian coordinates (Å):
S -3.87328 -0.13739 0.01091  0.04
C -2.32681 -0.02873 0.00070  0.24
N -1.12263 -0.16382 -0.00696  -0.47
C 0.04233 0.55958 -0.01863  -0.07
C 1.35420 0.25343 -0.01409  -0.35
S 2.48484 -1.12382 0.00041  0.05
H -0.14764 1.63356 -0.01747  0.20
H 1.99668 1.12411 -0.02542  0.22
H 1.59231 -2.11691 0.07055  0.13

**SMILES**: S=C=N/C=C\S
**Energy above the lowest of the compared OMol25 structures with the same formula, charge and spin**: 11.21 kcal/mol
**Spin multiplicity**: 1
**Electronic energy**: -26318.8014 eV

=====

Question: The lowest electronic energy belongs to which entry?
Answer: number 4